Formula: C20H30F6MnO15P
Source: OMol25
Level of theory: the ωB97M-V functional and the def2-TZVPD basis

Last column: Mulliken charge in e.
Positions of all 73 atoms, in Å:
Mn  -1.050  0.193  1.060  1.86
P  -3.595  0.704  2.511  1.41
F  -3.663  1.987  3.548  -0.40
F  -1.956  0.748  2.800  -0.57
F  -3.949  -0.301  3.743  -0.36
F  -3.139  -0.490  1.530  -0.42
F  -5.118  0.703  2.007  -0.34
F  -3.113  1.666  1.289  -0.37
C  2.359  0.046  -4.330  -1.33
C  3.064  -0.152  -2.953  0.30
C  3.632  1.144  -2.317  -0.47
O  2.753  1.349  -1.225  -0.31
C  1.828  0.322  -1.096  0.32
O  0.895  0.201  -0.238  -0.05
O  2.092  -0.599  -2.037  -0.19
H  1.546  0.773  -4.325  0.22
H  1.992  -0.921  -4.673  0.35
H  3.123  0.430  -5.006  0.47
H  3.849  -0.906  -3.022  0.34
H  3.617  2.060  -2.908  0.30
H  4.620  0.863  -1.952  0.30
C  3.693  -2.210  4.912  -1.41
C  2.188  -2.060  5.017  0.43
C  1.799  -0.726  5.605  -0.55
O  0.823  -0.216  4.738  -0.24
C  0.905  -0.893  3.562  0.17
O  0.381  -0.632  2.455  -0.53
O  1.589  -2.047  3.729  -0.33
H  4.218  -1.320  4.564  0.34
H  4.046  -3.064  4.334  0.34
H  4.077  -2.387  5.917  0.40
H  1.695  -2.794  5.655  0.33
H  2.673  -0.075  5.642  0.28
H  1.324  -0.879  6.574  0.33
C  0.472  6.333  3.175  -1.38
C  0.134  5.610  1.868  0.34
C  1.364  5.150  1.088  -0.53
O  1.145  3.851  0.787  -0.28
C  0.029  3.395  1.348  0.52
O  -0.465  2.278  1.234  -0.07
O  -0.516  4.334  2.065  -0.32
H  1.146  7.176  3.021  0.37
H  0.924  5.578  3.818  0.35
H  -0.438  6.674  3.668  0.36
H  -0.525  6.189  1.221  0.31
H  2.260  5.183  1.707  0.33
H  1.441  5.703  0.152  0.29
C  -2.307  -5.673  -1.377  -1.43
C  -1.009  -4.911  -1.239  0.40
C  -0.667  -3.944  -2.424  -0.52
O  -0.449  -2.697  -1.726  0.06
C  -0.876  -2.738  -0.491  0.09
O  -0.954  -1.767  0.260  -0.18
O  -1.183  -3.993  -0.132  -0.37
H  -3.102  -4.961  -1.596  0.34
H  -2.652  -6.148  -0.459  0.35
H  -2.385  -6.437  -2.151  0.37
H  -0.163  -5.562  -1.020  0.31
H  -1.549  -3.852  -3.058  0.26
H  0.183  -4.196  -3.058  0.31
C  -2.265  -1.393  -4.977  -1.65
C  -1.744  -0.167  -4.232  0.60
C  -2.830  0.884  -4.168  -0.55
O  -2.683  1.389  -2.835  -0.35
C  -1.880  0.596  -2.115  0.08
O  -1.651  0.716  -0.915  -0.18
O  -1.306  -0.302  -2.900  0.14
H  -3.265  -1.672  -4.645  0.43
H  -1.651  -2.293  -4.956  0.29
H  -2.482  -1.135  -6.014  0.45
H  -0.896  0.309  -4.724  0.11
H  -3.787  0.390  -4.334  0.35
H  -2.615  1.585  -4.975  0.35

The value obtained for the orbital gap (alpha / beta) is 10.4165 / 11.4984 eV. The calculation puts the LUMO energy (alpha / beta) at -0.067 / -0.067 hartree. The charge is +1. The largest force on an atom comes out at 6.33 eV Å⁻¹. For the molar mass, the calculation gives 710.35 g mol⁻¹. As for the multiplicity: 6.